89
Properties=species:S:1:pos:R:3:forces:R:3 method="wB97M-V/def2-TZVPD" energy_ev=-136522.9535 orbital_gap_ha=0.257 homo_energy_ev=-12.7 charge=+2
Fe 0.32952 -0.52212 -0.17991 0.428 0.620 -0.378
C 0.80281 -4.36393 -1.87657 -0.010 -0.012 0.004
C 0.56195 -2.94195 -1.50147 0.014 0.113 -0.038
N 0.82043 -2.37721 -0.37814 -0.097 -0.411 0.017
C 1.40697 -3.05054 0.77389 -0.031 0.023 0.022
C 1.01274 -2.27600 2.03915 -0.016 -0.003 0.040
N 0.83905 -0.81517 1.80655 -0.163 0.049 0.196
C 2.03723 -0.02853 2.15090 0.032 0.011 -0.087
C 3.01300 -0.10520 0.99365 -0.092 0.078 0.031
N 2.28133 0.33798 -0.21376 -0.068 -0.117 -0.138
C 2.24613 1.83367 -0.32889 -0.047 -0.045 0.103
C 0.82379 2.38582 -0.13460 0.031 -0.065 0.035
N 0.00866 1.41322 -0.83628 -0.078 -0.023 0.075
C -0.30967 1.56517 -2.06653 0.015 -0.132 -0.031
C -0.28918 2.84240 -2.84232 -0.008 0.014 0.019
C -0.52866 0.26434 -2.77512 0.001 0.083 0.059
C -1.04690 0.03465 -4.03982 0.022 -0.017 -0.020
C -1.03764 -1.26776 -4.52724 0.007 0.006 0.004
C -0.51462 -2.30290 -3.76136 -0.010 0.016 -0.004
C -0.02091 -1.99947 -2.50155 0.050 -0.035 0.016
N -0.03383 -0.74187 -2.05522 -0.107 -0.155 0.041
H 1.26488 -4.93794 -1.07961 0.003 0.007 0.006
H 1.45236 -4.41075 -2.75291 0.001 0.001 0.001
H -0.14011 -4.84241 -2.14981 0.004 -0.007 0.002
H 2.49104 -3.07719 0.64594 0.001 0.013 -0.004
H 1.07188 -4.08470 0.86324 0.014 -0.006 0.015
H 1.75601 -2.45303 2.81956 -0.018 -0.003 0.018
H 0.07260 -2.66362 2.42741 -0.005 0.025 0.006
H 0.08357 -0.48599 2.40259 -0.020 0.024 0.018
H 2.48784 -0.36338 3.08854 0.029 -0.021 -0.028
H 1.71370 1.00443 2.28647 -0.002 0.003 0.062
H 3.37627 -1.11942 0.83317 -0.055 -0.028 0.022
H 3.88544 0.52240 1.18689 0.023 -0.013 -0.029
H 2.72891 -0.04126 -1.03962 0.208 0.121 0.060
H 2.62247 2.11025 -1.31385 -0.070 0.006 -0.026
H 2.91431 2.27566 0.41089 0.054 0.004 -0.041
H 0.75967 3.40132 -0.52610 0.006 0.004 0.011
H 0.54123 2.38776 0.91489 -0.065 0.015 0.027
H -0.52701 3.69742 -2.21407 0.010 0.000 0.000
H -1.00777 2.80811 -3.65879 -0.008 0.004 0.005
H 0.69635 3.00302 -3.28745 -0.003 -0.005 -0.008
H -1.44549 0.84164 -4.63761 -0.011 -0.004 -0.001
H -1.43571 -1.47575 -5.51100 -0.001 0.001 0.000
H -0.49899 -3.31566 -4.13865 0.007 0.000 -0.005
N -4.21137 3.03212 2.08675 0.023 -0.005 0.020
N -3.04109 2.52744 2.63826 -0.087 0.026 0.041
N -2.95163 2.20196 3.90460 0.005 0.005 -0.045
C -1.72206 1.70390 3.94959 0.021 -0.045 0.015
N -1.11822 1.73717 2.75427 0.040 -0.084 -0.032
N -1.99383 2.26611 1.91728 0.086 -0.109 -0.006
H -4.80326 3.27458 2.87599 -0.017 -0.002 -0.026
H -3.97554 3.87766 1.57630 -0.014 0.003 0.011
H -1.27232 1.32708 4.85210 0.014 -0.030 0.012
Cl -9.05931 0.60942 4.73905 0.007 -0.007 -0.005
C -7.79437 -0.41055 4.16309 -0.011 0.028 -0.004
C -6.91570 0.05830 3.19926 -0.009 0.008 -0.006
C -5.90535 -0.77218 2.75004 0.023 -0.021 0.049
C -5.74201 -2.07270 3.22598 0.037 0.039 -0.052
C -4.66556 -3.01035 2.72700 0.074 -0.013 0.070
C -4.37540 -3.01517 1.21784 0.064 -0.037 -0.011
N -3.48670 -1.97489 0.69650 -0.076 0.102 0.055
C -3.83995 -0.86740 -0.03444 -0.006 -0.021 0.000
C -2.68108 -0.24425 -0.37013 0.019 0.020 0.061
N -1.61348 -0.96076 0.12784 -0.104 -0.033 0.133
C -2.14539 -1.98933 0.76513 -0.002 -0.124 -0.099
O -3.43652 -2.98966 3.46213 -0.036 0.015 -0.078
C -2.94024 -1.75984 3.98977 0.000 0.040 0.004
C -2.74726 -1.84990 5.47227 0.011 0.013 0.026
C -1.55138 -1.79812 6.12499 0.048 -0.003 -0.104
Cl 0.01813 -1.63895 5.41596 -0.015 0.042 -0.100
S -1.68727 -1.90969 7.82598 -0.010 0.009 0.001
C -3.38898 -2.02817 7.70044 -0.023 -0.015 0.018
C -3.81348 -1.98305 6.41275 0.024 0.012 -0.009
C -6.64970 -2.50634 4.19606 -0.022 -0.051 -0.021
Cl -6.54603 -4.10602 4.85851 -0.004 0.016 0.044
C -7.66824 -1.69233 4.66797 0.014 -0.020 0.003
H -7.03196 1.05668 2.80212 0.015 0.012 0.016
H -5.21402 -0.37630 2.02122 0.049 0.003 -0.084
H -5.04971 -4.01654 2.90028 0.034 0.004 0.006
H -5.30045 -2.98135 0.64424 -0.029 0.019 0.041
H -3.88971 -3.96636 1.00193 -0.012 -0.001 -0.026
H -4.86454 -0.63239 -0.26278 -0.013 0.004 0.017
H -2.55368 0.67378 -0.91192 0.003 0.024 0.007
H -1.61290 -2.78633 1.25508 -0.012 0.007 0.009
H -3.61695 -0.93494 3.76541 -0.051 0.033 -0.014
H -1.98233 -1.53577 3.50833 0.010 -0.001 -0.004
H -3.98540 -2.12643 8.59295 -0.004 0.000 -0.005
H -4.85222 -2.04537 6.12917 -0.042 0.003 -0.007
H -8.35861 -2.06050 5.41321 0.003 -0.002 0.001


13
Properties=species:S:1:pos:R:3:forces:R:3 method="wB97M-V/def2-TZVPD" energy_ev=-8802.1781 e_above_lowest_kcal_mol=192.6 orbital_gap_ha=0.360 homo_energy_ev=-9.6 charge=0
C -0.19365 1.66491 1.23652 -0.309 0.362 2.006
C 0.53778 0.29159 -0.62139 4.147 0.626 -0.315
C 0.61236 -1.25908 -0.85809 0.456 -0.653 -1.861
H -1.40025 2.52717 0.86528 4.002 -2.746 1.139
H 0.95289 2.23101 1.09997 -3.817 -1.401 0.534
H -0.39179 1.04722 2.52664 0.599 2.733 -4.043
H 1.09002 -1.34287 -2.12905 -1.704 -0.237 4.251
H 1.54462 -1.82391 0.03312 -3.348 1.879 -3.018
H -1.28579 -1.66210 0.46272 2.082 -0.806 -4.590
H -1.71968 -1.36585 -1.29780 3.612 -1.479 1.883
N -0.86729 -1.90917 -0.68972 -1.646 2.562 2.121
O -0.14792 0.42157 0.49493 -1.348 1.792 0.882
O 1.26872 1.17952 -1.12314 -2.726 -2.632 1.011


12
Properties=species:S:1:pos:R:3:forces:R:3 method="wB97M-V/def2-TZVPD" energy_ev=-6656.2538 e_above_lowest_kcal_mol=39.3 orbital_gap_ha=0.372 homo_energy_ev=-9.3 charge=0
C -3.62979 -0.59321 -1.25339 0.778 0.378 -0.004
N -2.86407 -1.55220 -0.93095 0.000 0.447 -0.890
H -4.30703 -0.63421 -2.10426 -0.450 -0.509 0.384
H -3.52577 0.38595 -0.77607 -0.097 0.130 -0.203
H -2.12114 -1.15612 -0.35624 -0.232 -0.458 0.707
N 2.53280 1.27365 1.18597 -1.002 0.131 0.557
C 1.89653 0.24062 0.59066 -0.099 -1.641 -1.717
N 2.40558 -0.78196 -0.00422 0.217 0.627 1.429
H 3.50045 1.48747 1.07874 0.274 -0.120 0.023
H 1.92874 1.86378 1.71752 0.308 0.582 0.211
H 0.80384 0.28137 0.52945 0.151 0.568 0.271
H 3.37986 -0.81514 0.32280 0.153 -0.135 -0.767


91
Properties=species:S:1:pos:R:3:forces:R:3 method="wB97M-V/def2-TZVPD" energy_ev=-54895.9475 e_above_lowest_kcal_mol=581.4 orbital_gap_ha=0.130 homo_energy_ev=-9.0 charge=0
Zr -20.04587 -1.26144 31.94959 2.542 1.656 0.761
K -14.87305 3.63172 36.20141 -0.056 -0.045 -0.275
B -16.73656 -0.08775 33.12171 -0.346 0.673 -1.311
H -16.84105 -1.09242 32.74231 -0.211 -4.778 -1.943
H -17.67891 0.07705 33.62078 -4.585 1.271 2.702
H -15.85703 -0.02505 33.74359 2.942 -0.180 3.078
H -16.56390 0.59332 32.30283 0.206 2.566 -3.204
B -22.00541 0.13969 34.96434 0.481 -0.327 0.264
H -22.08591 -0.87838 34.61604 -0.411 -5.104 -1.088
H -21.26705 0.24381 35.74422 3.281 -0.112 2.589
H -21.64524 0.77217 34.16779 1.701 3.533 -3.723
H -22.96354 0.50141 35.30402 -3.994 1.225 0.342
B -19.33438 -4.32526 34.53829 0.199 -0.385 0.304
H -18.38271 -4.75258 34.81391 3.918 -0.940 0.578
H -20.15897 -4.77560 35.06884 -3.647 -1.245 1.648
H -19.40252 -3.25604 34.66619 -0.147 5.394 1.406
H -19.47685 -4.46495 33.47790 -0.770 -1.425 -5.266
B -17.97660 -2.41298 28.93144 -0.974 0.026 -0.096
H -18.25007 -3.06147 29.74931 -1.460 -3.622 3.566
H -18.70954 -2.43293 28.13984 -3.384 -0.057 -2.525
H -17.94725 -1.37931 29.23952 0.360 5.106 1.044
H -17.00856 -2.70483 28.55467 4.114 -0.924 -0.442
B -20.86254 1.68366 29.97152 -1.260 -0.447 0.633
H -21.71634 1.98112 30.56040 -3.170 0.826 2.472
H -20.66210 2.44180 29.23038 1.459 2.308 -3.039
H -20.02535 1.62688 30.64983 4.326 -0.227 3.605
H -21.05919 0.71205 29.54543 -1.023 -4.594 -2.218
C -10.53434 2.07263 32.55541 -0.344 -0.408 -0.235
O -10.57183 2.52738 33.89788 0.465 0.092 -0.323
C -9.28200 2.90081 34.36219 -0.624 0.360 0.587
C -9.31416 3.11509 35.86046 0.627 -0.231 0.521
O -10.36090 3.98510 36.28504 0.209 0.038 -1.040
C -10.16514 4.64771 37.51686 0.241 -1.669 0.145
H -9.87673 1.20672 32.47876 0.461 0.177 -0.205
H -10.30742 2.86184 31.83865 0.551 0.125 0.100
H -11.49377 1.68945 32.20788 -0.357 0.147 0.647
H -8.87749 3.83010 33.96105 -0.657 0.446 -0.605
H -8.49160 2.19761 34.09975 -0.165 -0.651 0.162
H -8.30292 3.46016 36.07589 0.120 0.933 0.201
H -9.29319 2.20359 36.45781 -0.787 -0.483 -0.122
H -9.45342 5.47148 37.46253 -0.382 0.335 -0.071
H -9.75683 3.90949 38.20709 0.274 0.020 0.403
H -11.16436 4.83986 37.90767 0.191 0.788 -0.092
C -13.74251 -6.15240 31.09802 1.063 -1.193 -0.134
O -12.63170 -7.11070 31.07463 0.217 0.426 -0.803
C -12.15557 -7.60965 29.76652 -1.608 0.060 0.881
C -13.17006 -8.68140 29.25996 0.537 0.597 0.313
O -12.73568 -9.97339 29.60109 -0.346 -0.894 -0.074
C -12.09597 -10.64948 28.54526 0.595 -0.033 0.059
H -14.54445 -6.51035 30.45237 0.000 0.410 -0.297
H -13.37847 -5.14749 30.88418 -0.159 -0.020 -0.439
H -14.15796 -6.12983 32.10550 0.296 -0.250 0.082
H -11.16983 -8.04395 29.93332 -0.213 -0.249 0.335
H -11.97809 -6.84931 29.00595 -0.422 0.586 0.189
H -13.37658 -8.59432 28.19325 0.189 -0.031 -0.236
H -14.12439 -8.52389 29.76250 0.050 0.083 0.108
H -11.38497 -9.96201 28.08705 0.261 -0.156 -0.302
H -12.73500 -11.07503 27.77153 -0.618 0.435 -0.087
H -11.56526 -11.52549 28.91816 0.145 0.243 0.420
C -13.48143 -4.34375 37.43055 0.350 0.748 1.190
O -14.17713 -5.52379 37.51316 -0.410 -2.751 -0.937
C -13.25973 -6.67246 37.46671 -0.187 0.870 -0.420
C -14.00008 -8.01151 37.41191 0.172 1.350 0.750
O -14.81205 -8.02833 38.58468 0.539 -1.024 0.899
C -14.15196 -8.59428 39.76781 -0.542 -0.443 -1.319
H -14.13168 -3.47003 37.47401 -0.475 -0.286 -0.251
H -12.84829 -4.24066 36.54928 0.301 -0.154 -0.014
H -12.95667 -4.32489 38.38573 1.106 0.675 -0.116
H -12.59618 -6.63219 38.33053 -0.089 0.016 0.427
H -12.59090 -6.54050 36.61620 -0.029 -0.071 -0.403
H -13.33393 -8.87292 37.36363 0.451 0.068 0.268
H -14.55433 -8.07434 36.47545 -0.747 0.156 0.391
H -14.84936 -8.49834 40.59999 0.159 0.167 -0.160
H -13.15107 -8.25024 40.02848 -0.109 1.068 -0.167
H -13.93438 -9.64927 39.60121 -0.483 -0.396 -0.140
C -17.07396 6.48617 32.96155 -1.336 0.103 1.485
O -16.60403 7.09051 34.19149 0.082 0.395 -0.110
C -17.35762 8.28585 34.57665 0.243 -1.551 -0.403
C -17.15264 8.67891 36.01786 1.657 0.243 -1.475
O -17.40465 7.62422 36.87471 -0.583 -0.318 1.117
C -17.07832 7.97268 38.20117 0.633 0.382 0.769
H -17.19723 7.21193 32.15769 0.558 -0.180 -0.196
H -18.06499 6.08272 33.16937 -0.551 0.280 -0.046
H -16.57312 5.54530 32.73350 0.944 0.638 -0.167
H -18.41495 8.05934 34.43927 -0.165 0.164 -0.294
H -17.01796 9.12220 33.96570 -0.278 0.094 -0.220
H -17.67170 9.63194 36.11995 -0.897 -0.151 0.684
H -16.11657 8.99996 36.12554 0.537 -0.131 0.112
H -16.02553 8.21981 38.33777 0.461 0.289 -0.602
H -17.16764 7.18196 38.94607 -0.835 -0.422 -0.548
H -17.61116 8.85550 38.55445 -0.377 -0.030 -0.051